1.
Molecular formula: C32H78F5GaN5O7
Method: DFT, the ωB97M-V functional and the def2-TZVPD basis

The geometry in XYZ format:
```
128
Properties=species:S:1:pos:R:3:forces:R:3
C -1.85119 6.66230 -2.19378 -0.5 -0.1 0.5
C -0.51564 6.61835 -3.14535 -0.4 0.9 -0.5
C -0.55228 5.49951 -4.34309 0.4 1.0 -0.3
C -1.96233 5.41673 -5.17596 0.4 -0.6 -0.5
Ga -0.05520 3.57369 -3.75254 -0.5 -0.2 -0.3
C -1.15481 2.85580 -2.14762 -0.1 -0.1 1.5
C -2.77803 3.03776 -2.28618 0.6 0.7 0.3
C -3.49982 2.05574 -3.38209 -0.7 -0.1 0.4
C -2.85991 0.55125 -3.49959 1.1 0.2 0.0
F -2.63920 -0.05446 -2.13842 -0.8 1.4 -4.2
F -1.54652 0.51097 -4.24450 -4.2 -0.2 2.6
C -3.89232 -0.37483 -4.43410 -0.4 -0.7 -0.8
F -3.45256 -1.80903 -4.49562 -1.7 4.8 -0.2
F -5.29256 -0.35643 -3.95172 4.5 -0.2 -1.7
F -3.88968 0.27039 -5.80024 -0.2 -2.7 4.5
O 1.78701 3.34538 -3.29301 1.4 -2.4 -1.5
C 2.36519 2.16246 -3.99956 -0.1 0.1 0.1
C 3.91472 1.82956 -3.56873 -0.3 0.0 1.4
C 4.22421 0.23669 -3.29882 0.3 0.0 -0.2
O 4.93110 2.30351 -4.54082 -1.5 0.5 -0.2
H -2.86762 6.55926 -2.79658 2.2 0.2 1.0
H -1.87727 5.79984 -1.37251 0.2 1.8 -1.8
H -1.92665 7.68818 -1.61650 0.3 -2.0 -1.1
H -0.43469 7.67964 -3.68432 -0.3 -1.9 1.3
H 0.45359 6.54223 -2.46344 -2.0 -0.1 -1.5
H 0.27929 5.83101 -5.13300 -1.7 -0.6 1.7
H -2.56234 6.42152 -5.19095 1.0 -1.8 0.0
H -2.65975 4.52845 -4.79276 1.4 2.1 -0.7
H -1.66941 5.11245 -6.29240 -0.8 0.7 2.4
H -0.30434 2.62121 -5.04900 0.1 0.2 0.0
H -0.81056 3.49562 -1.20272 -0.8 -1.3 -1.8
H -0.81378 1.74168 -1.89327 -1.0 2.3 -0.5
H -3.25478 2.97481 -1.19563 0.6 -0.3 -2.5
H -2.98922 4.15285 -2.64646 0.4 -2.4 0.7
H -4.63530 1.94238 -3.03144 2.5 -0.1 -0.8
H -3.56277 2.51193 -4.47753 0.6 -1.1 2.4
H 1.72016 1.18391 -3.77498 1.3 2.0 -0.6
H 2.38398 2.34211 -5.17930 -0.2 -0.5 2.3
H 4.10517 2.38754 -2.54170 -0.4 -1.0 -2.1
H 5.39134 0.06426 -3.20546 -2.3 0.5 -0.1
H 3.85330 -0.46595 -4.17035 0.6 1.5 1.6
H 3.74191 -0.11886 -2.29220 0.7 0.8 -2.0
H 4.55053 3.03743 -5.11129 0.4 -1.4 1.3
C 2.77854 -3.00566 2.64002 0.0 -0.3 0.2
C 1.64500 -2.30912 1.89068 0.4 0.2 -0.1
C 1.92946 -2.10746 0.38409 -0.2 0.4 0.0
O 2.84693 -1.04886 0.09262 -0.2 -0.7 0.1
C 4.21342 -1.39555 0.25882 0.0 0.5 -0.1
N 1.34577 -1.03336 2.55770 -0.1 0.1 -0.3
H 3.61828 -2.33912 2.85315 -0.1 0.0 -0.1
H 2.42084 -3.37926 3.60671 0.0 0.1 -0.2
H 3.15637 -3.86320 2.07340 0.0 0.1 0.0
H 0.76146 -2.95412 1.97255 0.0 0.1 -0.1
H 0.98767 -1.82199 -0.10128 0.2 0.1 0.1
H 2.25142 -3.04083 -0.09383 0.2 0.0 0.1
H 4.41303 -2.43511 -0.01466 -0.1 -0.1 0.1
H 4.52416 -1.20191 1.28667 0.2 -0.2 0.0
H 4.81113 -0.74685 -0.39064 -0.2 -0.1 0.0
H 0.52284 -0.62000 2.11667 0.1 -0.1 0.1
H 2.10012 -0.38224 2.32073 -0.2 -0.2 0.1
C 9.37854 -1.10066 -3.44998 0.0 -0.3 0.2
C 8.24500 -0.40412 -4.19932 0.4 0.4 0.0
C 8.52946 -0.20246 -5.70591 -0.3 0.2 0.1
O 9.44693 0.85614 -5.99738 0.0 -0.6 -0.1
C 10.81342 0.50945 -5.83118 -0.1 0.5 -0.1
N 7.94577 0.87164 -3.53230 0.0 0.0 -0.4
H 10.21828 -0.43412 -3.23685 -0.1 0.0 -0.1
H 9.02084 -1.47426 -2.48329 0.0 0.1 -0.2
H 9.75637 -1.95820 -4.01660 0.0 0.1 0.0
H 7.36146 -1.04912 -4.11745 0.0 0.1 -0.1
H 7.58767 0.08301 -6.19128 0.2 0.1 0.1
H 8.85142 -1.13583 -6.18383 0.2 0.0 0.1
H 11.01303 -0.53011 -6.10466 0.0 -0.1 0.1
H 11.12416 0.70309 -4.80333 0.2 -0.2 0.0
H 11.41113 1.15815 -6.48064 -0.2 -0.1 0.0
H 7.12284 1.28500 -3.97333 -0.1 0.0 0.2
H 8.70012 1.52276 -3.76927 -0.2 -0.2 0.2
C -1.72146 0.48116 6.63314 0.0 -0.3 0.2
C -2.85500 1.17770 5.88380 0.4 0.2 -0.1
C -2.57054 1.37936 4.37720 -0.1 0.3 0.0
O -1.65307 2.43796 4.08573 -0.3 -0.6 0.1
C -0.28658 2.09127 4.25194 0.0 0.4 -0.1
N -3.15423 2.45346 6.55082 -0.1 0.2 -0.3
H -0.88172 1.14770 6.84627 -0.1 0.0 -0.1
H -2.07916 0.10756 7.59983 0.0 0.1 -0.1
H -1.34363 -0.37638 6.06652 0.0 0.1 0.0
H -3.73854 0.53270 5.96567 0.0 0.1 -0.1
H -3.51233 1.66483 3.89183 0.2 0.1 0.1
H -2.24858 0.44599 3.89929 0.2 0.0 0.1
H -0.08697 1.05171 3.97846 0.0 0.0 0.1
H 0.02416 2.28491 5.27979 0.2 -0.2 0.0
H 0.31113 2.73997 3.60248 -0.2 -0.1 0.0
H -3.97716 2.86682 6.10978 0.1 -0.1 0.2
H -2.39988 3.10458 6.31384 -0.2 -0.2 0.1
C -4.79543 -4.91168 -5.08650 -0.1 0.3 -0.1
C -5.44382 -6.29254 -5.15275 0.5 0.0 0.2
C -5.40062 -7.06290 -3.81257 0.0 -0.3 -0.2
O -4.12156 -7.61792 -3.49114 -0.5 0.3 0.1
C -3.20273 -6.68920 -2.93588 0.3 -0.3 -0.1
N -4.81620 -7.06242 -6.23692 -0.1 -0.4 0.2
H -3.70338 -4.95468 -5.10748 -0.1 -0.1 0.0
H -5.10257 -4.30672 -5.94772 0.1 -0.2 0.1
H -5.10042 -4.37667 -4.18099 0.1 0.0 -0.1
H -6.49981 -6.13997 -5.40763 0.1 -0.1 0.1
H -6.08064 -7.92016 -3.89472 0.2 0.0 0.0
H -5.77597 -6.45068 -2.98340 0.1 0.1 0.0
H -3.69574 -5.94835 -2.30075 0.0 0.0 -0.1
H -2.64102 -6.19953 -3.73289 0.0 0.2 0.1
H -2.48406 -7.24502 -2.32395 -0.2 0.0 -0.1
H -5.31956 -7.94428 -6.34428 0.1 0.2 -0.1
H -3.89002 -7.35089 -5.90810 -0.2 0.2 -0.1
C -5.06365 0.11546 12.34818 -0.2 0.1 0.3
C -5.03477 -1.08713 11.40768 0.3 0.3 -0.2
C -3.65367 -1.77807 11.32667 -0.1 -0.1 -0.3
O -2.68528 -1.07286 10.54422 -0.2 -0.3 0.6
C -2.05692 0.00472 11.22177 0.1 0.1 -0.5
N -5.50459 -0.66525 10.07978 0.3 -0.3 -0.1
H -4.60569 1.00657 11.91106 0.0 -0.2 0.0
H -6.09892 0.38168 12.59179 0.2 -0.1 -0.1
H -4.54962 -0.10815 13.28891 0.0 0.0 -0.1
H -5.74503 -1.82286 11.80467 0.1 0.0 -0.1
H -3.78939 -2.74447 10.82498 0.1 0.2 -0.1
H -3.25596 -2.00226 12.32407 0.0 0.2 0.1
H -1.91108 -0.20352 12.28511 -0.1 0.0 0.0
H -2.63652 0.91899 11.08498 0.1 0.1 0.2
H -1.07527 0.16900 10.76435 -0.2 -0.1 0.0
H -5.58049 -1.49057 9.48340 -0.1 0.2 0.1
H -4.74991 -0.12350 9.64836 -0.3 0.0 0.1
```
Forces are in eV/Å.

The gap between HOMO and LUMO is 0.249 Ha. The value obtained for the largest force on an atom is 5.2 eV/Å. Its net charge is -1. As for the spin multiplicity: 1. For the lowest unoccupied orbital energy, the calculation gives 1.97 eV.



2.
Molecular formula: C2H6N2S
Method: DFT, the ωB97M-V functional and the def2-TZVPD basis

The geometry in XYZ format:
```
11
Properties=species:S:1:pos:R:3:forces:R:3
C 0.91087 -0.95957 -0.24094 1.7 -1.6 0.0
N 0.57924 0.05663 0.70624 1.0 -3.9 5.1
N -0.06343 1.08352 0.25005 -2.7 3.6 -3.7
C -1.35486 0.84535 -0.21388 1.7 -0.6 1.9
S -2.15382 -0.56558 0.22094 0.0 1.7 -0.9
H 1.39377 -1.85756 0.22515 -0.9 0.7 0.3
H 1.78224 -0.56373 -0.69201 0.7 0.4 -1.6
H 0.14066 -1.33135 -0.90611 -0.1 0.3 -0.3
H -0.06372 -0.41664 1.43273 1.3 1.2 -1.1
H 0.47186 1.97411 -0.06891 -1.3 -2.3 0.9
H -1.64281 1.73482 -0.71328 -1.3 0.5 -0.7
```
Forces are in eV/Å.

The gap between HOMO and LUMO is 0.337 Ha. The value obtained for the largest force on an atom is 6.5 eV/Å. As for the SMILES: CNNC=S. As for the spin multiplicity: 1. For the lowest unoccupied orbital energy, the calculation gives 0.47 eV. As for the relative energy (zero: lowest compared OMol25 entry of this formula, charge and spin): 53.03 kcal/mol.



3.
Molecular formula: C5H14N2O
Method: DFT, the ωB97M-V functional and the def2-TZVPD basis

The geometry in XYZ format:
```
22
Properties=species:S:1:pos:R:3:forces:R:3
C -1.08617 -0.40205 -1.89714 -1.7 -1.7 0.8
N 0.23574 -0.57506 -1.24233 0.8 1.3 0.5
C 1.28989 -0.60940 -2.27055 0.3 2.3 1.9
C 0.60338 0.50682 -0.22173 -2.3 -1.0 -0.6
C -0.44001 0.45630 0.91970 2.0 -0.2 0.1
N -0.18326 1.72988 1.60356 -4.9 0.8 0.7
C -0.01887 -0.77959 1.82197 -5.2 0.7 0.6
O -0.54476 -0.57403 3.15938 0.0 0.1 0.9
H -1.87482 -0.75054 -1.15103 0.9 0.5 -0.8
H -1.53773 0.54432 -2.34164 1.5 -0.4 0.6
H -1.16830 -1.19525 -2.69334 0.3 0.9 0.6
H 1.18250 -1.50867 -2.81351 0.1 -0.8 -0.9
H 1.07287 0.33067 -2.89059 1.2 -1.2 0.2
H 2.29447 -0.59108 -1.67407 -1.6 0.1 -1.6
H 0.55833 1.51046 -0.66744 0.2 -0.2 -0.1
H 1.55429 0.38221 0.34936 -0.3 -0.3 -1.3
H -1.50748 0.39066 0.56593 1.2 0.1 0.6
H -1.04332 1.95967 2.25034 2.5 -0.5 -1.5
H 0.62622 1.69238 2.14361 1.5 0.0 1.2
H -0.67511 -1.63675 1.50073 1.0 0.6 0.1
H 0.96583 -1.11255 1.86714 2.0 0.0 -0.3
H -0.30369 0.23163 3.68164 0.2 -0.9 -1.5
```
Forces are in eV/Å.

The gap between HOMO and LUMO is 0.348 Ha. The value obtained for the largest force on an atom is 5.3 eV/Å. As for the SMILES: CN(C)C[C@H](N)CO. As for the spin multiplicity: 1. For the lowest unoccupied orbital energy, the calculation gives 0.80 eV. As for the relative energy (zero: lowest compared OMol25 entry of this formula, charge and spin): 84.17 kcal/mol.



4.
Molecular formula: C32H31F3GeN6O2RuS
Method: DFT, the ωB97M-V functional and the def2-TZVPD basis

The geometry in XYZ format:
```
77
Properties=species:S:1:pos:R:3:forces:R:3
Ru 0.11273 -1.31950 0.40201 -0.1 0.6 -1.9
S 4.87341 -3.12082 0.75314 0.0 0.1 0.1
C 4.11539 -4.42942 1.54690 0.0 0.0 0.0
C 2.77860 -4.45903 1.35054 0.0 0.1 -0.2
C 2.28964 -3.41038 0.47497 0.0 -0.3 -0.2
C 3.33326 -2.55221 0.15551 0.0 0.1 0.1
C 3.23728 -1.17278 -0.24203 -0.1 0.0 -0.3
C 4.40292 -0.49728 -0.64899 0.0 -0.1 -0.1
C 4.41700 0.86435 -0.78553 0.1 0.1 -0.1
C 3.25309 1.56922 -0.50819 0.0 -0.1 0.0
C 2.12709 0.85101 -0.18032 0.0 -0.1 0.0
N 2.06602 -0.49738 -0.08783 0.1 0.0 0.4
H 4.70839 -5.13648 2.10266 0.0 0.0 0.0
H 2.14756 -5.22037 1.77527 0.0 -0.1 0.0
H 5.29526 -1.07594 -0.84450 0.0 0.0 0.0
H 5.31974 1.37419 -1.09789 0.0 0.0 0.0
H 3.20365 2.64596 -0.55591 0.0 0.0 0.0
H 1.21251 1.37339 0.02667 0.0 0.0 0.1
F -3.66597 -1.42128 -2.78286 0.0 -0.1 0.1
C -3.63384 -1.59544 -1.45694 0.0 0.0 -0.1
F -4.23723 -0.53496 -0.89945 0.0 -0.1 0.0
F -4.38830 -2.68097 -1.17519 0.0 0.1 0.0
C -2.18707 -1.77696 -0.92138 -0.6 0.1 -0.1
O -1.28329 -1.98747 -1.71811 0.5 0.1 -0.1
O -2.08650 -1.67543 0.32529 0.4 -0.4 0.4
C 0.44344 -6.50473 -0.05217 0.0 0.0 0.0
Ge -0.23335 -4.71448 0.48131 0.0 -0.5 0.2
C -2.06881 -4.81874 -0.17475 0.0 0.1 -0.1
C -0.31277 -4.61026 2.44955 -0.1 0.0 0.0
C 0.95712 -3.31668 -0.07736 -0.3 0.4 0.9
H -0.14589 -7.29103 0.42102 0.0 -0.1 0.0
H 1.49324 -6.66680 0.18215 0.1 0.0 0.0
H 0.32010 -6.60067 -1.13233 0.0 0.0 0.0
H -2.41554 -5.82904 0.04594 -0.1 0.0 0.0
H -2.12518 -4.65978 -1.25050 0.0 0.0 0.0
H -2.72071 -4.10490 0.32118 0.0 0.0 0.0
H -0.21739 -5.58736 2.92429 0.0 -0.1 0.0
H -1.26738 -4.17380 2.74683 0.0 0.0 0.0
H 0.47963 -3.95782 2.81657 0.0 0.0 0.0
H 0.90598 -3.01161 -1.12905 0.2 -0.2 0.1
N -1.12358 4.84506 -3.19640 0.0 0.2 0.0
C -1.43365 6.18198 -3.32376 0.0 0.0 -0.2
C -1.40734 7.05222 -4.40187 0.0 -0.1 0.1
C -1.79181 8.36621 -4.16301 0.0 0.2 0.0
C -2.18483 8.78457 -2.88768 0.0 0.0 -0.2
C -2.20689 7.90650 -1.81527 0.0 -0.1 0.0
C -1.82696 6.58373 -2.03191 0.0 -0.2 0.3
N -1.76456 5.52441 -1.14830 0.0 0.3 -0.2
C -1.34162 4.49163 -1.87096 0.1 -0.7 0.3
C -1.12062 3.16166 -1.39614 -0.1 0.7 -0.3
C -1.39776 2.81589 -0.04224 0.1 -0.2 0.0
C -1.17555 1.54403 0.38636 0.0 0.0 -0.2
N -0.66455 0.54627 -0.40835 -0.3 0.1 0.9
C -0.42487 0.86629 -1.71231 -0.1 0.0 0.1
C -0.63065 2.10942 -2.23062 0.0 -0.1 0.2
H -0.84200 4.22376 -3.93010 0.0 0.0 0.0
H -1.10278 6.72794 -5.38897 0.0 0.0 0.0
H -1.78741 9.07847 -4.97878 0.0 0.0 0.0
H -2.47919 9.81587 -2.73976 0.0 0.0 0.0
H -2.51094 8.22774 -0.82807 0.0 0.0 0.0
H -1.78987 3.56368 0.63115 0.0 0.0 0.0
H -1.39563 1.26065 1.40953 0.0 0.0 0.0
H -0.05534 0.05903 -2.33308 0.0 0.0 0.0
H -0.40851 2.26090 -3.27819 0.0 0.0 -0.1
N -1.89070 -0.98390 2.94776 -0.2 0.0 -0.2
C -0.63777 -0.62242 3.29558 0.3 0.1 0.2
C -0.39342 -0.08008 4.57354 0.1 0.0 -0.1
C 0.88540 0.23746 4.94656 0.0 0.1 0.1
C 1.93548 0.01361 4.05739 -0.2 -0.1 0.0
C 1.62626 -0.50250 2.82323 -0.1 -0.1 0.2
N 0.37364 -0.81132 2.41906 0.1 0.2 -0.4
H -2.64657 -0.59066 3.47984 0.0 0.0 0.1
H -2.09265 -1.19402 1.97361 0.0 0.0 0.1
H -1.22812 0.07856 5.24212 0.0 0.0 0.0
H 1.07359 0.65635 5.92756 0.0 0.0 0.0
H 2.96049 0.23123 4.31281 0.0 0.0 0.0
H 2.39745 -0.69649 2.09913 0.1 -0.1 0.1
```
Forces are in eV/Å.

The gap between HOMO and LUMO (alpha / beta) is 0.164 / 0.233 Ha. The value obtained for the largest force on an atom is 2.0 eV/Å. Its net charge is -1. As for the spin multiplicity: 2. For the lowest unoccupied orbital energy (alpha / beta), the calculation gives 2.26 / 2.26 eV. As for the relative energy (zero: lowest compared OMol25 entry of this formula, charge and spin): 6.45 kcal/mol.



no.,total energy (eV)
1,-122187.394
2,-15984.499
3,-10437.378
4,-124811.478